Entry from the OMol25 dataset: C25H36AsInN3OS5 as an isolated structure (wB97M-V/def2-TZVPD).

Summary:
ΔE to the lowest compared entry with this formula, charge and spin	17.1	kcal per mole
E_LUMO	-3.052	eV
total charge	+1
HOMO	-10.167	eV

Geometry (Å):
1 In -0.13818 1.32417 0.25768
2 As -1.20100 -0.97920 -1.27139
3 S 2.27200 3.22703 1.17494
4 S 1.66857 0.10843 1.98959
5 S -1.05348 3.28116 -1.00087
6 S 2.31091 3.35813 -2.18516
7 S 2.05103 0.03640 -1.48085
8 O -1.04192 -0.27438 1.42887
9 N -0.96116 3.91844 1.64801
10 N -0.62332 5.62053 0.17570
11 N -1.10305 2.57787 1.85729
12 C 3.61902 2.00540 1.30854
13 C 3.13122 2.03898 -3.11833
14 C -3.17844 -5.88330 -2.51628
15 C -0.88329 4.30697 0.42431
16 C 3.49954 0.81803 -2.29331
17 C -3.66691 -5.19727 -1.41383
18 C -3.62359 -0.46796 4.66361
19 C 2.15952 -1.31181 0.98090
20 C -1.08895 -1.24243 -3.20913
21 C -2.22277 0.87332 3.19394
22 C -3.11759 0.74621 4.27591
23 C 3.66714 4.02637 -1.16705
24 C -3.13096 -0.87293 -1.07258
25 C -1.16025 -4.58407 -2.41486
26 C 3.14432 4.48403 0.19069
27 C -2.33481 -1.52748 2.92526
28 C -1.64275 -3.88448 -1.31065
29 C 2.93389 -1.04157 -0.30083
30 C -2.90605 -4.20408 -0.81697
31 C -3.21459 -1.61544 3.97903
32 C -1.83607 -0.28790 2.47692
33 C -0.81011 -2.82655 -0.65951
34 C 3.25191 0.93987 2.32673
35 C -1.92028 -5.57640 -3.01370
36 C -1.84402 2.21111 2.84270
37 H -2.26874 3.01227 3.44702
38 H -0.05980 -1.44983 -3.49772
39 H 4.44181 3.26644 -1.06095
40 H 3.97276 4.84221 0.80173
41 H -1.42226 -0.33847 -3.71791
42 H 2.41881 5.29006 0.07534
43 H -3.59010 -2.58502 4.28096
44 H -0.72595 6.24868 0.95851
45 H 4.02218 0.17300 2.41189
46 H -0.85496 5.98425 -0.73207
47 H -0.95418 -2.81328 0.41978
48 H 3.90045 -0.58538 -0.08768
49 H 4.21821 1.07511 -1.51425
50 H -4.64280 -5.44263 -1.01539
51 H 3.78728 1.57940 0.32060
52 H -0.17119 -4.35693 -2.79818
53 H -1.52594 -6.11227 -3.86741
54 H -2.00129 -2.41917 2.40893
55 H 4.51880 2.52674 1.63864
56 H 3.95293 0.06616 -2.94022
57 H -3.77002 -6.66075 -2.98099
58 H 3.11348 -1.99418 -0.79972
59 H -3.40269 1.64903 4.80391
60 H -3.47237 0.08165 -1.47145
61 H -3.40402 -0.92511 -0.01915
62 H -3.28777 -3.68134 0.05343
63 H -4.32346 -0.53503 5.48443
64 H 1.20870 -1.80181 0.77300
65 H 4.09677 4.88298 -1.68603
66 H 2.75270 -1.96788 1.61844
67 H -1.72468 -2.07690 -3.50164
68 H 0.24568 -3.00056 -0.87573
69 H 4.02546 2.44444 -3.59057
70 H -3.60163 -1.68819 -1.61968
71 H 3.10928 1.40335 3.30285
72 H 2.41308 1.78378 -3.89806

Atomic partial charges in e from the Mulliken method, atoms 1 to 2: In 0.4369; As 0.7043

Entry from the OMol25 dataset: C53H56Co2N3O8 as an isolated structure (wB97M-V/def2-TZVPD).

Summary:
E_LUMO (alpha / beta)	3.495 / 3.493	eV
total charge	-2
2S+1	2
expectation value of S²	0.753
HOMO (alpha / beta)	-1.390 / -1.377	eV

Geometry (Å):
1 Co -3.23924 -0.02923 -4.88211
2 Co -1.45257 -0.41506 -6.61799
3 O -4.31760 -1.65643 -7.06776
4 O -1.00333 -2.71899 -8.33773
5 O -5.61258 -0.83723 -3.38403
6 O -4.57727 2.11457 -6.36374
7 O 1.33460 -7.25381 1.50002
8 O -2.01024 2.00205 -8.15357
9 O 0.65225 -6.88630 -0.56416
10 O 1.33728 0.23519 -6.25849
11 N -0.66740 -0.65774 1.54745
12 N 1.41788 -6.65693 0.40707
13 N 0.26181 1.37845 1.87772
14 C 1.99585 1.42188 -0.36062
15 C -2.99775 5.28622 -3.87658
16 C 3.03883 3.61735 -0.31474
17 C 4.31353 1.62793 0.50147
18 C -1.82617 1.04829 -7.53005
19 C 1.11748 -0.59699 3.15353
20 C -1.66914 5.20720 -3.44324
21 C 2.98888 -5.02568 1.35922
22 C 1.95194 -2.55616 4.26802
23 C -0.00053 -2.69439 2.60286
24 C -0.34828 -1.78076 4.84533
25 C -3.82861 4.16369 -3.80979
26 C -0.08968 -1.40455 -1.49470
27 C -1.33774 -4.19443 0.67534
28 C -0.71424 2.81978 5.72412
29 C 0.00864 0.11317 2.54715
30 C -1.37395 1.46480 -2.87934
31 C 3.25795 -3.67298 1.32510
32 C 2.30074 -4.93166 -1.00231
33 C -1.94349 2.80793 -3.02668
34 C -0.99975 -2.87597 0.37586
35 C 2.43156 2.61691 1.89389
36 C 1.84272 3.48552 4.48766
37 C 2.61908 -1.47852 0.16139
38 C -0.84185 4.81563 4.24434
39 C 0.69745 -1.90018 3.71113
40 C 0.22889 -0.02420 -6.42601
41 C -4.64339 -0.51971 -3.93430
42 C -1.80635 2.70687 3.51725
43 C -1.86503 0.50836 -3.74499
44 C -0.62741 3.29548 4.27188
45 C 3.13232 3.62685 3.99267
46 C -1.27787 0.25294 0.71853
47 C -1.18185 -1.79564 -7.65397
48 C -2.52601 -2.15823 -1.51386
49 C -0.69903 1.46928 0.89476
50 C -0.18301 -4.06674 2.77791
51 C 2.82638 -2.87365 0.20255
52 C -1.54828 -0.52765 -4.56937
53 C 2.58550 -3.58821 -1.02105
54 C 0.79990 2.99937 3.69410
55 C 2.92339 2.29480 0.45235
56 C -1.08024 -2.50252 -1.13688
57 C -3.31372 2.95318 -3.35188
58 C 1.13498 2.38458 2.44536
59 C -0.73289 -3.70195 -2.02818
60 C -1.15169 3.99307 -2.97972
61 C -3.99447 1.31427 -5.76558
62 C -0.87925 -4.81292 1.83496
63 C 3.37644 3.28526 2.67265
64 C -3.61392 -1.01802 -6.39409
65 C 2.35758 -5.61277 0.23638
66 C -0.54247 -2.05794 1.47339
67 H 0.24040 -1.49649 -2.53663
68 H 1.63458 3.84231 5.49659
69 H -1.74820 2.88730 6.08264
70 H -1.83381 5.04389 4.65040
71 H -1.89579 1.62021 3.61697
72 H 3.91995 4.05935 4.60972
73 H 2.49320 1.14030 -1.29872
74 H 1.84099 0.01773 3.68507
75 H -4.87731 4.21996 -4.10138
76 H 4.29738 0.71141 1.10645
77 H -1.03245 6.09345 -3.47134
78 H -3.40287 6.23205 -4.23507
79 H 2.66754 -2.71136 3.46089
80 H -2.72426 3.12996 3.94978
81 H -3.15350 -3.05696 -1.42163
82 H -2.56974 -1.81900 -2.55934
83 H -0.47962 -2.76262 5.32131
84 H -2.08791 0.00257 0.04227
85 H 4.64301 1.35708 -0.51255
86 H 3.84101 -3.19955 2.11902
87 H 2.56006 -0.89587 1.10027
88 H -1.32987 -1.46499 4.46460
89 H 1.73918 -3.51686 4.74159
90 H 3.38272 3.43553 -1.34055
91 H -0.73563 -3.40519 -3.08414
92 H 0.26150 -4.08614 -1.80113
93 H 3.21151 -5.65849 2.22124
94 H 1.96935 -5.47951 -1.88148
95 H 2.41664 -1.89257 5.00712
96 H -1.91494 -4.79091 -0.03606
97 H -0.80198 5.17819 3.21051
98 H -1.45007 -4.51740 -1.91924
99 H 3.73707 4.30495 0.17280
100 H 1.05732 1.91855 -0.61479
101 H 2.92993 -1.01922 -0.78121
102 H 2.59171 -3.02995 -1.96224
103 H 5.07548 2.30185 0.91434
104 H -0.09518 5.36168 4.82883
105 H -0.51956 -0.41233 -1.36385
106 H 0.80705 -1.47837 -0.86778
107 H -0.61127 0.29037 3.44798
108 H -0.39264 1.77454 5.81921
109 H -1.79005 2.99795 2.46581
110 H -3.97394 2.08336 -3.24986
111 H -0.01322 -1.06311 5.60737
112 H -1.05850 -1.45323 -4.25360
113 H -1.06773 -5.87331 1.99169
114 H -0.86912 2.39041 0.34498
115 H -0.10309 3.42933 6.39563
116 H -0.11252 3.91531 -2.64887
117 H 1.75056 0.50068 0.17239
118 H -2.96366 -1.37554 -0.88452
119 H 4.34491 3.52959 2.23816
120 H -0.48094 1.33322 -2.26853
121 H 0.20969 -4.56476 3.66463
122 H 2.05107 4.09394 -0.36163

Atomic partial charges in e from the Mulliken method, atoms 1 to 2: Co -0.1512; Co 0.0244

Entry from the OMol25 dataset: an isolated molecule of C3H4N2O2 (wB97M-V/def2-TZVPD).

Summary:
ΔE to the lowest compared entry with this formula, charge and spin	87.6	kcal per mole
E_LUMO	0.869	eV
SMILES	O/N=c1/[nH]cco1
HOMO	-7.593	eV

Geometry (Å):
1 O -0.06353 -1.09551 0.00644
2 O -2.63217 -0.50817 0.01390
3 N 0.55510 1.00206 0.00995
4 N -1.73272 0.57201 -0.03984
5 C -0.53276 0.18998 -0.00274
6 C 1.68654 0.23403 -0.02194
7 C 1.31050 -1.03767 -0.02369
8 H 1.81294 -1.99361 0.03715
9 H 0.44177 2.00334 0.10056
10 H -3.51732 -0.07940 -0.05624
11 H 2.67164 0.71295 -0.02355

Atomic partial charges in e from the natural (NBO) method, atoms 1 to 2: O -0.4393; O -0.5739

Entry from the OMol25 dataset: a 8-piece molecular cluster, C29H64O8 overall (wB97M-V/def2-TZVPD).

Summary:
E_LUMO (alpha / beta)	-2.513 / -8.857	eV
total charge	+1
2S+1	2
expectation value of S²	0.754
HOMO (alpha / beta)	-11.402 / -11.402	eV

Geometry (Å):
1 O 3.11852 2.36269 -6.38018
2 O -0.24622 1.06684 0.35739
3 O 1.30931 -4.27689 5.89855
4 O -2.01960 -0.38454 -5.29956
5 O -2.62015 1.48374 1.94637
6 O 5.72088 2.56115 -0.64579
7 O 2.23100 -0.23256 5.15561
8 O -2.77203 -3.68283 -1.57528
9 C 3.27853 2.32721 -4.96002
10 C -0.69053 -4.17130 4.63491
11 C 1.01419 0.65949 6.89835
12 C -4.69829 2.49670 2.44690
13 C -3.84848 -4.44391 -2.09233
14 C 0.28666 -0.15560 -4.70708
15 C -3.33612 0.66994 2.95161
16 C -0.08369 -0.23685 -0.03788
17 C 3.66853 3.62039 -0.61592
18 C 1.08041 0.40004 4.59131
19 C 4.60734 2.68320 0.19545
20 C -4.98261 -3.43093 -2.24513
21 C 1.99561 3.03442 -4.44100
22 C 0.76493 -4.64125 4.65082
23 C -3.24825 -2.35813 -1.14039
24 C 2.15164 -0.25080 6.57236
25 C -0.69628 -2.33172 -5.41583
26 C 4.74498 4.46322 -1.30006
27 C 1.86690 -3.94722 3.72485
28 C 0.05387 -1.07193 1.22474
29 C -3.41869 2.57012 1.57421
30 C 5.95415 3.71215 -1.48301
31 C -0.95654 -1.05547 -4.65484
32 C 0.11911 0.41570 5.73704
33 C 1.72648 2.47729 -6.75137
34 C -4.71949 -2.44070 -1.15610
35 C 1.00263 -0.22780 -1.00492
36 C -4.75928 0.95808 2.65539
37 C 1.06981 3.28498 -5.55625
38 H 2.20060 4.04203 -4.07935
39 H -5.52222 0.75910 3.40800
40 H -0.23884 -2.09275 0.97909
41 H 1.66658 -3.39863 5.74817
42 H -5.96580 -3.88334 -2.37467
43 H -2.80242 -1.72476 -1.90731
44 H 4.15083 2.80782 -4.51708
45 H -5.07959 0.41577 1.76579
46 H -1.27982 -4.60188 5.44450
47 H -2.58266 -1.05210 -5.69822
48 H 1.43945 2.45735 -3.70224
49 H 0.88074 0.53442 -1.77452
50 H 3.00588 3.11422 -1.31792
51 H -0.35638 -0.53146 5.99177
52 H -1.02640 -0.37679 -0.56685
53 H -4.89146 -2.84359 -3.15882
54 H 0.56258 -0.20396 3.84623
55 H -0.54718 1.27528 5.66432
56 H 4.28115 4.82925 -2.21602
57 H -2.92537 0.95810 3.91926
58 H -5.56239 2.94359 1.95524
59 H -3.10649 -0.37218 2.72945
60 H -2.89546 3.52170 1.66813
61 H 5.97339 3.50141 -2.55227
62 H 1.86943 -1.23392 6.94908
63 H 1.36180 1.69150 6.94565
64 H 0.14772 0.87727 -4.38773
65 H 4.28865 1.64624 0.30146
66 H -0.90558 -2.09863 -6.45985
67 H 0.96386 -1.15055 -1.58383
68 H -1.41898 -3.08639 -5.10555
69 H 3.00891 4.17928 0.04789
70 H -4.97789 -2.80918 -0.16335
71 H 0.45644 0.39369 7.79633
72 H 1.94983 -0.01750 -0.50825
73 H 1.41100 1.43980 -6.86172
74 H 1.08003 -1.23165 1.55579
75 H 4.68464 3.04693 1.22006
76 H -4.39467 3.01830 3.35456
77 H 0.02339 3.12632 -5.29561
78 H 2.80944 -4.49146 3.78423
79 H -3.62600 2.41164 0.51591
80 H -0.64786 -0.89643 2.04014
81 H -5.34309 -1.56711 -1.34600
82 H 0.42747 0.15021 -5.74378
83 H 1.90545 -2.87717 3.92879
84 H 0.31074 -2.58811 -5.08677
85 H -2.93246 -2.03213 -0.14938
86 H -0.76177 -3.08449 4.67805
87 H 1.50137 -3.95462 2.69799
88 H -1.24451 -4.38084 3.71988
89 H 1.65328 3.01468 -7.69686
90 H 1.08493 4.32377 -5.88607
91 H 1.39456 1.38620 4.24940
92 H 3.00949 0.14390 7.11679
93 H 0.76939 -5.72554 4.53947
94 H 4.86623 5.35545 -0.68579
95 H -4.12768 -5.26930 -1.43744
96 H 1.22552 -0.42762 -4.22475
97 H 3.27137 1.27276 -4.68399
98 H -1.07936 -1.27955 -3.59521
99 H -3.76878 -4.87148 -3.09179
100 H -1.08814 1.24751 0.78181
101 H 6.79341 4.36267 -1.23692

Atomic partial charges in e from the Mulliken method, atoms 1 to 2: O -0.4834; O 0.0693

Number 1: maximum force 0.01792 Eh/bohr, total energy -5630.419892 hartree. Number 2: maximum force 0.06772 Eh/bohr, total energy -5584.631921 hartree. Number 3: maximum force 0.03664 Eh/bohr, total energy -376.624216 hartree. Number 4: maximum force 0.09944 Eh/bohr, total energy -1744.681506 hartree.